The following is a quantum chemistry calculation of a structure of composition C33H45N5P2SSm at a distorted geometry, from OMol25.

Cartesian coordinates (Å):
Sm 0.3718 1.2772 -0.2242
C 1.3462 3.1192 2.6434
C 0.9541 4.1500 1.6115
N 1.2874 3.7482 0.2229
C 2.6942 3.9928 -0.1834
C 3.7215 3.0520 0.4252
S 3.2740 1.2932 0.3260
C 3.2016 0.7569 2.0651
C 1.8193 0.6910 2.7178
N 0.8849 1.7590 2.2758
H 2.4236 3.0947 2.7743
H 0.9324 3.4109 3.6078
H -0.1261 4.3066 1.6489
H 1.4191 5.1055 1.8609
H 0.7487 4.3705 -0.3679
H 2.7263 3.9064 -1.2675
H 2.9826 5.0160 0.0571
H 4.6527 3.1593 -0.1237
H 3.9460 3.2761 1.4650
H 3.6448 -0.2395 2.0845
H 3.8895 1.4072 2.6045
H 1.3502 -0.2632 2.4934
H 1.9642 0.7268 3.7975
H 0.0153 1.5787 2.7709
N 0.2807 1.6613 -2.7652
C -1.0918 1.4520 -3.3532
C -2.0712 2.5521 -2.9964
C -2.6760 2.4871 -1.6096
N -1.6997 2.8823 -0.5290
H 0.6382 2.5420 -3.1168
H 0.8907 0.9599 -3.1795
H -1.4618 0.4861 -3.0076
H -0.9985 1.3853 -4.4323
H -2.8940 2.5033 -3.7084
H -1.6076 3.5337 -3.1635
H -3.0192 1.4775 -1.3962
H -3.5438 3.1371 -1.5627
H -2.2222 2.9033 0.3402
H -1.4624 3.8560 -0.6878
N -0.5544 -1.9382 0.0699
P -1.6870 -0.6863 0.2385
C -2.0489 -0.5332 1.9978
C -1.9418 -1.6157 2.8701
C -2.2285 -1.4500 4.2202
C -2.6262 -0.2078 4.7074
C -2.7445 0.8776 3.8476
C -2.4503 0.7121 2.4971
C -3.1600 -1.3069 -0.5687
C -3.0494 -1.8964 -1.8333
C -4.1903 -2.3495 -2.4804
C -5.4352 -2.2005 -1.8773
C -5.5457 -1.5986 -0.6300
C -4.4089 -1.1477 0.0289
P 1.0670 -1.5506 -0.2470
C 1.3588 -1.7936 -2.0101
C 2.2080 -0.9115 -2.6858
C 2.4837 -1.0887 -4.0398
C 1.8977 -2.1467 -4.7216
C 1.0504 -3.0311 -4.0552
C 0.7820 -2.8581 -2.7063
C 2.0165 -2.8326 0.5766
C 3.2623 -3.1925 0.0540
C 4.0269 -4.1544 0.6983
C 3.5533 -4.7565 1.8595
C 2.3224 -4.3897 2.3886
C 1.5543 -3.4183 1.7559
H -0.8732 -2.9012 0.0291
H -1.6552 -2.5940 2.4992
H -2.1547 -2.2956 4.8945
H -2.8599 -0.0902 5.7609
H -3.0832 1.8370 4.2247
H -2.5817 1.5513 1.8255
H -2.0805 -2.0156 -2.3078
H -4.1107 -2.8248 -3.4513
H -6.3243 -2.5613 -2.3809
H -6.5172 -1.4919 -0.1612
H -4.5019 -0.7016 1.0129
H 2.6988 -0.1099 -2.1497
H 3.1643 -0.4200 -4.5555
H 2.1109 -2.2944 -5.7750
H 0.6113 -3.8654 -4.5908
H 0.1386 -3.5683 -2.1959
H 3.6290 -2.7491 -0.8662
H 4.9864 -4.4455 0.2864
H 4.1471 -5.5174 2.3518
H 1.9570 -4.8631 3.2937
H 0.6011 -3.1280 2.1829

Total charge: +3
2S+1: 6
HOMO energy (spin up / spin down), eV: -16.19 / -16.17
LUMO level (spin up / spin down), eV: -9.114 / -7.914
Strongest force on any atom, hartree/bohr: 0.030
Kohn-Sham gap (spin up / spin down), eV: 7.1 / 8.3

The following is a quantum chemistry calculation of a structure of composition H28KrO14 at a distorted geometry, from OMol25.

Cartesian coordinates (Å):
Kr -2.8111 -16.1223 -2.2631
O -3.5447 -17.4351 0.9559
H -4.4301 -17.4096 0.5930
H -3.4357 -18.3363 1.2595
O -0.1963 -17.4858 -4.3897
H 0.1775 -16.6054 -4.3504
H -0.1821 -17.7932 -3.4833
O -4.2507 -19.7190 -1.1812
H -4.7109 -20.4263 -0.7294
H -4.7767 -18.9390 -1.0043
O -4.6799 -13.6588 -2.1672
H -4.7333 -14.0092 -1.2780
H -5.3118 -14.1756 -2.6671
O -6.0948 -15.9794 -3.1866
H -7.0433 -16.0408 -3.2998
H -5.8972 -16.5940 -2.4800
O -2.0474 -20.3712 -2.6642
H -1.2824 -19.9414 -2.2818
H -2.7954 -19.9579 -2.2330
O -0.3661 -13.0915 -3.1427
H -1.2583 -13.2626 -3.4442
H 0.1636 -13.7682 -3.5643
O -2.6487 -18.2422 -5.9834
H -3.4584 -17.8752 -5.6284
H -1.9718 -17.9770 -5.3606
O -2.7919 -13.3196 -4.1439
H -2.8317 -12.3738 -4.2859
H -3.5555 -13.5129 -3.6001
O -1.0008 -16.7126 0.4086
H -1.9187 -16.9831 0.4318
H -1.0001 -15.9110 -0.1145
O -0.8044 -14.2075 -0.5332
H -0.4976 -13.9100 -1.3896
H -1.4588 -13.5587 -0.2741
O -6.0590 -17.3784 -0.8142
H -6.1724 -16.4746 -0.5197
H -6.9449 -17.6762 -1.0211
O -5.2388 -17.4862 -5.3180
H -5.3814 -18.3381 -4.9054
H -5.6747 -16.8624 -4.7373
O -0.2585 -18.6550 -1.4011
H 0.3802 -19.2395 -0.9928
H -0.4208 -17.9794 -0.7428

HOMO energy, eV: -9.43
LUMO level, eV: -1.247
Strongest force on any atom, hartree/bohr: 0.026
Kohn-Sham gap, eV: 8.2

Looking at calculated total energy for the records above, in order, we have -3296.3910; -3823.7684 Ha.
Looking at energy above the lowest of the compared OMol25 structures with the same formula, charge and spin for the records above, in order, we have 0.00; 26.21 kcal/mol.